C15H20AlNO3 as an isolated structure. Source: the Open Molecules 2025 dataset; level of theory: wB97M-V/def2-TZVPD.

Multiplicity: 1
Net charge: -2
Kohn-Sham gap: 3.01 eV
Max |F|: 0.064 hartree/bohr

Last column: Mulliken charge in e.
Positions of all 40 atoms, in Å:
Al -1.064 0.216 0.300  -0.965
C -2.604 -0.139 -1.866  -0.758
C -1.800 1.024 -1.459  -0.077
C -0.492 0.836 -2.068  -0.687
H -2.222 2.008 -1.248  0.568
C -0.504 -0.393 -2.770  -0.694
C -1.805 -0.961 -2.665  -0.327
H -2.115 -1.872 -3.166  0.439
H -3.655 -0.261 -1.612  0.380
H 0.311 1.570 -2.051  0.583
H 0.330 -0.787 -3.358  0.376
C -1.901 -1.954 1.257  -0.898
C -1.942 -2.874 0.192  -0.602
C -0.628 -3.038 -0.336  -0.640
H -2.834 -3.399 -0.152  0.368
C 0.269 -2.257 0.407  -0.915
C -0.511 -1.525 1.418  0.369
H -0.089 -1.122 2.349  0.620
H -2.693 -1.694 1.956  0.547
H -0.348 -3.685 -1.167  0.383
H 1.359 -2.232 0.322  0.457
O 0.217 1.113 0.660  1.404
C 2.910 0.944 0.615  0.104
C 2.317 2.366 0.832  -1.183
C 2.864 0.402 -0.731  -0.609
C 2.862 0.078 1.780  -1.072
C 0.748 2.358 0.923  -0.817
H 2.553 3.092 0.044  0.394
H 2.663 2.868 1.744  0.365
H 0.430 2.614 1.918  0.312
H 0.318 3.004 0.175  0.180
H 3.881 0.203 -1.110  0.276
H 2.400 1.079 -1.461  0.139
H 2.329 -0.555 -0.876  0.007
H 3.841 0.051 2.279  0.290
H 2.617 -0.975 1.631  0.179
H 2.155 0.429 2.548  0.112
O -4.329 1.529 1.948  -0.558
N -3.557 0.780 1.411  0.210
O -2.281 1.157 1.387  -0.260